No. 1
C25H37F3MnN3O4Si3 as an isolated structure. Source: OMol25; level of theory: wB97M-V/def2-TZVPD.

The calculation puts the LUMO energy (alpha / beta) at 2.7 / 2.7 eV. Its spin multiplicity is 6. Its gap between HOMO and LUMO (alpha / beta) is 7.53 / 8.27 eV. As for the expectation value of S²: 8.754. As for the charge: -1. The calculation puts the total energy at -102301.0363 eV.

Positions of all 76 atoms, in Å:
Mn 1.5114 -0.2441 0.3367
O 1.5899 1.2109 4.2000
C 1.6584 1.0228 2.9938
O 1.7190 -0.1029 2.3854
C 1.6905 2.2433 2.0778
C 1.8484 3.5168 2.5970
C 1.9137 4.5860 1.7193
C 1.8165 4.3469 0.3579
C 1.6511 3.0425 -0.0743
N 1.5806 2.0167 0.7686
H 1.9206 3.6269 3.6694
H 2.0515 5.5944 2.0909
H 1.8890 5.1474 -0.3655
H 1.5854 2.8063 -1.1284
C 0.1287 -2.4800 -2.7935
Si -0.6631 -1.0074 -1.9183
C -2.3751 -0.9550 -2.7175
C 0.2062 0.5348 -2.5795
C -0.6322 -1.0543 -0.0803
Si -1.8401 0.0463 0.7513
C -3.6556 -0.3918 0.4081
C -1.8564 2.6402 -0.3742
C -1.7894 0.0701 2.6178
Si -0.4279 -2.6983 0.6733
C -0.3104 -2.8555 2.5341
C -1.6853 -3.9975 0.1339
C 1.2892 -3.3449 0.1291
C 1.6421 -4.6913 0.0641
C 2.9255 -5.0537 -0.3073
C 3.8431 -4.0594 -0.6079
C 3.4387 -2.7386 -0.5153
N 2.2005 -2.3935 -0.1587
H 0.1688 -2.2614 -3.8651
H -0.4763 -3.3816 -2.6635
H 1.1417 -2.7012 -2.4622
H -2.2680 -1.1702 -3.7859
H -2.8540 0.0226 -2.6249
H -3.0459 -1.7036 -2.2885
H 0.2860 0.5237 -3.6712
H 1.2261 0.6441 -2.1944
H -0.3546 1.4292 -2.2887
H -3.9956 -0.1937 -0.6059
H -4.3152 0.1437 1.0997
H -3.7877 -1.4643 0.5875
H -3.5560 1.7086 -1.2925
H -2.6874 2.8593 -2.3136
H -1.2942 3.5940 -0.3723
H -2.2148 -0.8408 3.0423
H -2.3996 0.9119 2.9602
H -0.7796 0.1998 3.0110
H -1.2860 -2.8365 3.0203
H 0.3082 -2.0619 2.9596
H 0.1597 -3.8175 2.7609
H -2.6774 -3.6933 0.4824
H -1.4782 -4.9850 0.5592
H -1.7305 -4.0923 -0.9530
H 0.9013 -5.4465 0.2976
H 3.2095 -6.0980 -0.3638
H 4.8566 -4.2935 -0.9044
H 4.1073 -1.9187 -0.7348
F 6.3827 1.6293 0.2299
C 5.6082 0.6262 -0.1945
F 6.2994 -0.0274 -1.1610
F 5.4774 -0.2345 0.8288
C 4.2433 1.1085 -0.7662
O 4.2222 2.2292 -1.2457
O 3.3379 0.2240 -0.7060
C -4.5685 3.6048 0.5174
C -4.0303 3.7844 -0.8997
C -3.0531 2.6736 -1.2971
N -1.4467 1.7132 0.3621
H -5.3941 4.2890 0.7201
H -3.7910 3.7827 1.2622
H -4.9295 2.5842 0.6649
H -3.5273 4.7526 -0.9879
H -4.8592 3.7993 -1.6111

Atoms 1-3, force components in eV/Å:
-0.02 0.13 -0.05
-0.01 0.00 0.08
0.11 -0.11 -0.13



No. 2
C25H37N4O3PdSi2 as an isolated structure. Source: OMol25; level of theory: wB97M-V/def2-TZVPD.

Its relative energy (zero: lowest compared OMol25 entry of this formula, charge and spin) is 0.0 kcal per mole. The calculation puts the LUMO energy (alpha / beta) at -4.1 / -4.3 eV. Its gap between HOMO and LUMO (alpha / beta) is 6.84 / 7.04 eV. As for the charge: +1. The calculation puts the total energy at -57857.7708 eV.

Positions of all 72 atoms, in Å:
Pd -0.7309 0.6064 -0.0010
O -2.1406 -7.2670 -0.2380
C -1.7961 -6.2092 -0.9793
O -1.5102 -6.3327 -2.1374
C -1.7696 -4.8715 -0.3037
C -1.5727 -3.7560 -1.1185
C -1.4887 -2.4953 -0.5759
C -1.6035 -2.2966 0.8058
C -1.8122 -3.4188 1.6183
C -1.8834 -4.6816 1.0711
N -1.4702 -0.9978 1.2756
C -1.4380 -0.7190 2.5374
C -1.3045 0.6242 3.0313
C -1.5665 0.8938 4.3833
C -1.4677 2.1879 4.8474
C -1.1096 3.1874 3.9504
C -0.8450 2.8407 2.6329
N -0.9277 1.5985 2.1785
H -2.3692 -7.0498 0.6746
H -1.4797 -3.9181 -2.1800
H -1.3139 -1.6311 -1.2164
H -1.9075 -3.3199 2.6879
H -2.0048 -5.5144 1.7493
H -1.5336 -1.4873 3.3025
H -1.8514 0.0907 5.0434
H -1.6555 2.4174 5.8842
H -1.0152 4.2123 4.2709
H -0.5277 3.5978 1.9268
C -3.1794 3.6681 -2.9547
Si -2.8376 2.3144 -1.6606
C -3.9439 2.5171 -0.1107
C -3.0636 0.5582 -2.3817
C -1.0867 2.4436 -0.9639
Si 0.5113 2.0924 -1.9283
C 0.6476 3.2856 -3.4109
C 1.9326 2.4277 -0.6813
C 0.6875 0.3082 -2.6343
H -4.2228 3.6628 -3.2469
H -2.5873 3.5289 -3.8513
H -2.9514 4.6532 -2.5638
H -4.9944 2.4058 -0.3531
H -3.8133 3.4976 0.3358
H -3.6883 1.7702 0.6412
H -4.0822 0.4067 -2.7247
H -2.8661 -0.1913 -1.6090
H -2.4061 0.3760 -3.2267
H -0.9764 3.2677 -0.2599
H 0.6259 4.3196 -3.0889
H -0.1687 3.1337 -4.1076
H 1.5778 3.1233 -3.9435
H 1.9833 3.4801 -0.4265
H 2.8992 2.1593 -1.0941
H 1.7897 1.8677 0.2455
H 0.0773 0.1661 -3.5207
H 0.4208 -0.4607 -1.9007
H 1.7212 0.1294 -2.9177
N 1.2533 -0.7050 0.4557
C 2.3775 -0.9772 0.4305
N 3.6391 -1.2385 0.3759
C 4.3178 -2.1935 1.2370
C 5.5830 -1.5298 1.7986
O 6.3921 -1.0234 0.7669
C 5.7217 -0.0543 0.0001
C 4.4777 -0.6579 -0.6641
H 4.6031 -3.0692 0.6411
H 3.6579 -2.5058 2.0474
H 6.1947 -2.2627 2.3257
H 5.3019 -0.7224 2.4913
H 6.4390 0.2799 -0.7511
H 5.4262 0.8031 0.6265
H 4.7893 -1.4494 -1.3559
H 3.9158 0.1035 -1.2081

Atoms 1-3, force components in eV/Å:
-0.74 1.85 0.32
-0.07 -0.46 0.11
0.11 0.25 -0.21



No. 3
One molecule with the formula C25H37N5O6S. Source: OMol25; level of theory: wB97M-V/def2-TZVPD.

Its relative energy (zero: lowest compared OMol25 entry of this formula, charge and spin) is 0.0 kcal per mole. The calculation puts the LUMO energy at 0.4 eV. Its structure (SMILES) is CCCCN(C(=O)c1cccc(S(=O)(=O)N2C[C@H](C)O[C@@H](C)C2)c1)c1c(N)n(CCCC)c(=O)[nH]c1=O. Its gap between HOMO and LUMO is 8.80 eV. As for the charge: 0. The calculation puts the total energy at -57098.6066 eV.

Positions of all 74 atoms, in Å:
C -7.2963 -1.8421 1.0347
C -5.9579 -2.5510 0.8674
C -4.9022 -1.6272 0.2663
C -3.5642 -2.3461 0.1019
N -2.5322 -1.4617 -0.4126
C -2.0733 -1.6202 -1.6802
O -2.5809 -2.3764 -2.4861
C -0.8933 -0.7563 -2.0159
C -0.8781 0.0245 -3.1671
C 0.2010 0.8503 -3.4415
C 1.2594 0.9314 -2.5486
C 1.2440 0.1342 -1.4208
S 2.4413 0.2823 -0.1016
O 1.6836 0.6094 1.0743
O 3.4845 1.1822 -0.5142
N 2.9556 -1.2894 0.0263
C 4.0303 -1.6566 -0.8703
C 5.3976 -1.3987 -0.2234
C 6.5331 -1.9510 -1.0732
O 5.4658 -2.0445 1.0384
C 4.4524 -1.6582 1.9539
C 4.6165 -0.2213 2.4528
C 3.0625 -1.8891 1.3396
C 0.2022 -0.7302 -1.1631
C -2.0565 -0.4469 0.4626
C -2.2976 0.8793 0.1885
N -3.0851 1.2455 -0.8632
N -1.8140 1.8636 1.0061
C -1.9876 3.2724 0.6869
C -1.0150 3.7599 -0.3910
C 0.4421 3.6447 0.0539
C 1.3895 4.2333 -0.9836
C -1.1146 1.5726 2.1772
O -0.7456 2.4364 2.9335
N -0.9382 0.2436 2.4266
C -1.2901 -0.8319 1.6205
O -0.9603 -1.9632 1.9192
H -7.6687 -1.4971 0.0726
H -8.0332 -2.5150 1.4658
H -7.1930 -0.9806 1.6911
H -6.0848 -3.4205 0.2196
H -5.6109 -2.9081 1.8390
H -5.2437 -1.2740 -0.7097
H -4.7689 -0.7566 0.9138
H -3.6620 -3.1680 -0.6100
H -3.2228 -2.7406 1.0624
H -1.7180 -0.0223 -3.8450
H 0.2070 1.4468 -4.3415
H 2.0943 1.5952 -2.7079
H 3.9201 -1.0648 -1.7794
H 3.9240 -2.7203 -1.1094
H 5.5169 -0.3127 -0.0991
H 6.5355 -1.4746 -2.0492
H 6.4147 -3.0245 -1.1937
H 7.4814 -1.7631 -0.5786
H 4.5894 -2.3492 2.7941
H 3.9800 -0.0634 3.3187
H 4.3324 0.4989 1.6894
H 5.6525 -0.0487 2.7363
H 2.2862 -1.4455 1.9611
H 2.8725 -2.9618 1.2282
H 0.2602 -1.3673 -0.2963
H -3.3608 0.5009 -1.4822
H -2.9664 2.1500 -1.2819
H -3.0283 3.4495 0.4013
H -1.7842 3.8119 1.6151
H -1.2490 4.8059 -0.6028
H -1.1424 3.1944 -1.3193
H 0.5714 4.1632 1.0046
H 0.6961 2.5965 0.2212
H 1.1910 3.8085 -1.9659
H 2.4182 4.0085 -0.7171
H 1.2702 5.3132 -1.0475
H -0.3554 0.0311 3.2282

Atoms 1-3, force components in eV/Å:
0.15 -0.21 0.02
-0.02 0.33 -0.09
0.12 -0.41 0.08



No. 4
C25H37N5W as an isolated structure. Source: OMol25; level of theory: wB97M-V/def2-TZVPD.

The calculation puts the LUMO energy at -14.1 eV. Its gap between HOMO and LUMO is 7.19 eV. As for the charge: +4. The calculation puts the total energy at -35762.7392 eV.

Positions of all 68 atoms, in Å:
W 0.6591 0.0390 -0.8122
C 2.9628 -1.6032 2.6379
C 2.0018 -1.2969 1.5526
N 2.0366 -0.2127 0.8334
C 3.0559 0.8010 1.1780
C 3.0592 1.9080 0.1404
N 1.7069 2.0672 -0.5002
C 0.8711 3.0812 0.2277
C 0.1496 2.3828 1.3374
N -0.5938 1.2641 0.6901
C -1.8972 1.7942 0.1142
C -2.2157 1.0717 -1.1947
N -1.4858 -0.1890 -1.0342
C -2.0782 -1.2743 -0.6554
C -3.5353 -1.5401 -0.7464
C -1.1683 -2.1997 0.0663
C -1.5039 -3.4332 0.6027
C -0.6045 -4.0588 1.4595
C 0.5772 -3.4081 1.8057
C 0.8601 -2.1773 1.2338
N 0.0143 -1.6101 0.3461
H 2.9303 -0.8243 3.4074
H 3.9881 -1.6207 2.2551
H 2.7639 -2.5535 3.1213
H 4.0451 0.3429 1.2320
H 2.8347 1.1803 2.1782
H 3.7841 1.6997 -0.6408
H 3.3626 2.8542 0.5886
H 1.8903 2.5069 -1.3991
H 0.1712 3.5047 -0.4934
H 1.5002 3.8933 0.5929
H -0.5403 3.0547 1.8513
H 0.8268 1.9772 2.0861
H -0.8536 0.6192 1.4343
H -1.8106 2.8659 -0.0442
H -2.6798 1.6372 0.8562
H -1.8408 1.6124 -2.0597
H -3.2878 0.9277 -1.3146
H -3.9826 -1.0629 -1.6170
H -4.0478 -1.1677 0.1489
H -3.7343 -2.6091 -0.7991
H -2.4560 -3.8945 0.3767
H -0.8391 -5.0258 1.8881
H 1.2536 -3.8553 2.5211
C -0.5847 -3.8140 -2.8891
C 0.7903 -3.3990 -2.3730
C 1.8908 -4.0912 -3.2059
C 1.0408 -1.9065 -2.4324
C 0.0983 -0.9883 -2.9320
C 0.3893 0.3688 -3.2554
C 1.6910 0.8305 -3.0699
C 2.1496 2.1336 -3.6268
C 2.5419 -0.0028 -2.2942
C 2.2598 -1.3508 -2.0050
H -0.6975 -4.8916 -2.7804
H -0.6903 -3.5932 -3.9531
H -1.4199 -3.3492 -2.3571
H 0.9120 -3.7177 -1.3299
H 1.8473 -3.7707 -4.2475
H 1.7246 -5.1671 -3.1839
H 2.8952 -3.9096 -2.8244
H -0.8803 -1.3622 -3.1980
H -0.3350 0.9586 -3.8040
H 1.3574 2.8818 -3.6715
H 2.4564 1.9477 -4.6645
H 3.0384 2.5311 -3.1316
H 3.5268 0.3657 -2.0431
H 3.0212 -1.9690 -1.5448

Atoms 1-3, force components in eV/Å:
0.35 0.19 -0.04
0.03 0.01 0.03
-0.09 0.03 -0.11